1.
DFT (ωB97M-V with the def2-TZVPD basis set) results for a molecular structure, C17H28O3 in a non-equilibrium geometry.

Summary:
E_tot ... -24207.5149 eV
Relative energy (zero: lowest compared OMol25 entry of this formula, charge and spin) ... 440.4 kcal per mole
F_max ... 14.85 eV/A
LUMO energy ... -0.607 eV

ORCA input file:
```
! wB97M-V def2-TZVPD RIJCOSX def2/J DEFGRID3
* xyz 0 1
C -5.8528 2.3210 -0.0818
C -5.8597 1.0183 -0.9560
C -4.6374 0.8061 -1.8180
C -3.1776 0.9113 -1.0680
C -2.9155 -0.2050 -0.2984
C -1.5595 -0.2168 0.7015
C -0.3023 -0.3074 -0.1012
H -0.5777 -1.3363 -1.0413
H -0.2258 0.3920 -0.9023
C 0.8592 -0.6985 0.5024
C 1.2546 0.2040 1.5502
C 1.7217 1.5124 0.6799
O 1.4746 2.9019 1.0307
C 2.2735 1.3946 -0.4898
C 2.5265 0.2377 -1.2455
C 3.2588 0.1459 -2.3089
H 3.9792 -0.4875 -2.3372
H 2.5288 -0.1884 -3.1142
H 3.5053 0.9408 -2.8181
C 2.0213 -1.0225 -0.3416
C 3.2979 -1.7443 0.0308
O 4.2201 -2.1917 -0.3800
O 3.1714 -1.9127 1.5188
C 4.3640 -2.4402 2.2619
C 5.4185 -1.6516 2.1068
H 5.7342 -1.0662 1.3157
H 5.1336 -0.4023 2.8141
H 6.1846 -2.0418 2.8360
H 4.7624 -3.2159 1.5637
H 3.9211 -2.7404 3.0749
H 1.6211 -1.7910 -1.2832
H 2.7077 2.3357 -1.1600
H 0.4091 0.5959 2.1919
H 2.1899 0.2068 2.0120
H 0.7785 -1.5999 1.1189
H -1.7400 -1.2763 1.4789
H -1.5873 0.5919 1.0507
H -3.0392 -1.1852 -0.4312
H -3.7670 -0.3880 0.6557
H -2.2637 0.7683 -1.6154
H -3.1257 1.9338 -0.3226
H -4.3647 1.6518 -2.2367
H -4.4148 -0.0515 -2.3330
H -5.6781 0.2571 -0.2318
H -6.5002 0.7872 -1.6179
H -5.8297 3.2246 -0.8852
H -6.8039 2.4945 0.3553
H -5.0952 2.5278 0.5684
*
```

---

2.
DFT (ωB97M-V with the def2-TZVPD basis set) results for 2 unconnected molecules or ions with the total composition C17H29BI2NO9P in a non-equilibrium geometry.

Summary:
E_tot ... -64184.7550 eV
Relative energy (zero: lowest compared OMol25 entry of this formula, charge and spin) ... 0.0 kcal per mole
SMILES ... CCOB(O)[C@@]1(C[C@H](C)I)OC(=O)[C@H]([PH2]=N)[C@]1(CC(=O)O)C[C@@H](C)I.O=C1OCCO1
F_max ... 2.36 eV/A
LUMO energy ... 0.272 eV

ORCA input file:
```
! wB97M-V def2-TZVPD RIJCOSX def2/J DEFGRID3
* xyz 0 1
C -1.8625 -3.3899 4.0489
C -1.4127 -3.7873 2.6434
O -1.9683 -2.8643 1.7001
B -1.1545 -2.4664 0.6834
O -0.7225 -3.4110 -0.2419
C -0.7759 -0.8868 0.5492
C -1.6307 -0.1775 -0.5005
C -3.0026 -0.7745 -0.7896
C -3.6671 0.0972 -1.8655
I -4.3647 -0.6603 0.8897
O -1.2098 -0.3427 1.8651
C -0.2379 -0.4400 2.7686
O -0.3541 -0.1903 3.9634
C 1.0316 -0.9770 2.0601
P 2.5790 -0.6215 2.9776
N 2.9930 -1.9190 3.7799
C 0.7476 -0.5154 0.6313
C 1.4550 -1.3589 -0.4568
C 2.8466 -0.9126 -0.8039
O 3.1357 0.0174 -1.5281
O 3.7932 -1.6562 -0.1844
C 0.8034 0.9847 0.2725
C 2.0538 1.8173 0.6188
C 2.2603 2.8714 -0.4656
I 1.6735 2.9620 2.4325
H -2.3447 -2.4216 3.9703
H -1.0320 -3.2657 4.7329
H -2.6077 -4.0715 4.4369
H -1.7935 -4.7881 2.4552
H -0.3268 -3.8633 2.5835
H -0.0385 -3.9795 0.1185
H -1.0759 -0.2072 -1.4327
H -1.7780 0.8707 -0.2896
H -2.9723 -1.7743 -1.2105
H -4.6686 -0.2591 -2.0667
H -3.6973 1.1203 -1.5154
H -3.0895 0.0190 -2.7819
H 0.9976 -2.0551 2.2188
H 2.3970 0.4517 3.8555
H 3.5775 -0.3403 2.0312
H 3.0347 -1.7287 4.7708
H 0.8786 -1.2716 -1.3707
H 1.5212 -2.3966 -0.1700
H 4.6170 -1.5669 -0.6766
H -0.0297 1.5110 0.7120
H 0.7336 1.0208 -0.8060
H 2.9597 1.2434 0.7368
H 2.4355 2.4063 -1.4264
H 3.0861 3.5112 -0.1721
H 1.3897 3.5177 -0.4781
C -1.1564 4.1652 -4.9149
C 0.3325 4.0723 -4.6572
O 0.3786 3.3936 -3.3966
C -0.7665 2.6933 -3.2536
O -0.9672 1.8940 -2.3956
O -1.6559 3.0191 -4.2152
H -1.4143 4.1126 -5.9689
H -1.6021 5.0620 -4.4821
H 0.8503 3.4655 -5.4015
H 0.8181 5.0417 -4.5881
*
```

---

3.
DFT (ωB97M-V with the def2-TZVPD basis set) results for a molecular structure, C17H29BrMgSi2 in a non-equilibrium geometry.

Summary:
E_tot ... -109343.6470 eV
F_max ... 2.93 eV/A
LUMO energy ... 5.080 eV

ORCA input file:
```
! wB97M-V def2-TZVPD RIJCOSX def2/J DEFGRID3
* xyz -2 1
C -0.4593 -1.5191 -3.5672
C -0.5087 -2.5068 -2.5740
C -1.2217 -1.9726 -1.4728
H -0.0483 -3.4768 -2.6130
C -1.6259 -0.6666 -1.8034
C -1.1289 -0.3653 -3.0793
H -1.2480 0.5711 -3.5953
H 0.0152 -1.6129 -4.5274
H -1.3815 -2.4597 -0.5297
H -2.1610 0.0058 -1.1616
Mg 0.7155 -0.7601 -1.7473
Br 1.5228 -2.6040 -0.1676
C 2.6834 0.3836 -1.3939
C 1.8629 1.1510 -2.2566
C 1.7005 0.4254 -3.4449
H 1.4098 2.0951 -2.0164
C 2.4068 -0.8001 -3.3164
C 3.0380 -0.8005 -2.0640
H 3.6317 -1.5968 -1.6593
H 2.9452 0.6359 -0.3839
H 1.1306 0.7379 -4.3011
H 2.4618 -1.5867 -4.0481
C -2.7034 -0.9559 1.5880
Si -0.8482 -0.9990 1.9149
C -0.5974 -0.4041 3.6766
C -0.4728 -2.8265 2.1817
C 0.2401 0.0301 0.6174
Si 0.0112 1.9141 1.0694
C 1.1557 2.3072 2.5087
C 0.4828 3.2904 -0.0918
C -1.7475 2.3925 1.5018
H -3.2123 -1.5026 2.4082
H -2.9686 -1.4525 0.6394
H -3.1050 0.0684 1.5599
H -1.1977 -1.0391 4.3598
H 0.4725 -0.5123 3.9497
H -0.9286 0.6386 3.8187
H -0.6777 -3.4471 1.2906
H 0.5799 -2.9524 2.5070
H -1.1275 -3.2047 2.9927
H 1.2754 -0.1243 0.9732
H 2.2043 2.1449 2.1792
H 1.0344 3.3714 2.7944
H 0.9803 1.6870 3.3985
H -0.1331 3.2395 -1.0131
H 0.2612 4.2571 0.4055
H 1.5743 3.2754 -0.2805
H -2.4085 2.2117 0.6303
H -2.1140 1.8441 2.3859
H -1.7715 3.4716 1.7571
*
```

---

4.
DFT (ωB97M-V with the def2-TZVPD basis set) results for a molecular structure, C17H29CrNO3S3Se2.

Summary:
<S²> ... 0.782
E_tot ... -217346.5632 eV
Relative energy (zero: lowest compared OMol25 entry of this formula, charge and spin) ... 0.2 kcal per mole
F_max ... 0.17 eV/A
LUMO energy (spin up / spin down) ... -3.595 / -2.973 eV

ORCA input file:
```
! wB97M-V def2-TZVPD RIJCOSX def2/J DEFGRID3
* xyz 1 2
Cr 0.2798 0.0687 0.3162
C 1.8965 0.5289 4.1361
C 1.8016 1.8497 3.3900
S 0.7063 1.9999 1.9291
C 1.8221 2.9695 0.8909
C 3.0167 2.1902 0.3383
S 2.6729 0.4525 -0.0926
C 3.9418 -0.4349 0.8623
C 4.0905 -0.1911 2.3593
S 2.7710 -0.8904 3.3820
H 0.9033 0.1374 4.3585
H 2.3863 0.7303 5.0878
H 2.7848 2.1952 3.0783
H 1.4236 2.5891 4.0964
H 2.1637 3.8259 1.4727
H 1.1987 3.3544 0.0885
H 3.8547 2.1926 1.0333
H 3.3589 2.6722 -0.5764
H 4.8913 -0.2132 0.3724
H 3.7211 -1.4856 0.6634
H 4.1951 0.8648 2.5969
H 5.0114 -0.6698 2.6917
O 0.1883 -1.1449 1.9723
C -0.8713 -2.0999 1.9214
C -2.0613 -1.3259 1.4464
C -3.3581 -1.7297 1.6968
C -4.4018 -0.9272 1.2696
C -4.1108 0.2705 0.6385
C -2.7895 0.6015 0.4167
N -1.7748 -0.1951 0.7806
H 1.0371 -1.4734 2.3395
H -1.0472 -2.5234 2.9101
H -0.6270 -2.8929 1.2087
H -3.5420 -2.6525 2.2309
H -5.4269 -1.2223 1.4491
H -4.8919 0.9429 0.3144
H -2.5126 1.5290 -0.0625
O -3.5428 -0.7419 -3.4863
C -2.3264 -0.6487 -4.2244
C -1.1745 -0.4012 -3.2413
C 0.1272 -0.3601 -4.0483
O 0.4392 -1.6096 -4.6392
C -1.4288 0.9636 -2.6033
Se -0.0822 1.6677 -1.3579
C -1.1911 -1.5638 -2.2452
Se 0.4365 -1.7808 -1.1684
H -4.2539 -0.9761 -4.0893
H -2.3703 0.1804 -4.9398
H -2.1245 -1.5703 -4.7756
H 0.9375 -0.0122 -3.4035
H 0.0164 0.3632 -4.8609
H 1.0138 -2.0949 -4.0380
H -2.4015 0.9626 -2.1192
H -1.4584 1.7202 -3.3887
H -1.2702 -2.4991 -2.7961
H -2.0485 -1.4916 -1.5819
*
```

---

> Which of these has the lowest E_tot?

C17H29CrNO3S3Se2

---

> Number 2 is which compound?

C17H29BI2NO9P